# C3H10O3S

3 unconnected molecules or ions with the total composition C3H10O3S (ωB97M-V/def2-TZVPD, the Open Molecules 2025 dataset).

**Electronic energy**: -744.14064 a.u.
**Relative energy (zero: lowest compared OMol25 entry of this formula, charge and spin)**: 160.95 kJ/mol
**Charge**: 0
**Kohn-Sham gap**: 10.002 eV

Last column: Löwdin charge in e.
Positions of all 17 atoms, in Å:
O: 3.514 1.123 -0.439  0.0304
C: 2.546 0.362 -0.289  -0.2417
C: 2.216 -0.192 1.046  -0.2478
C: 0.847 -0.879 1.150  -0.5159
S: 0.868 -2.662 0.520  0.6983
H: 2.027 -0.038 -1.128  0.1085
H: 2.168 0.645 1.708  0.1078
H: 2.932 -0.994 1.432  0.1394
H: 0.538 -1.049 2.197  0.0583
H: 0.090 -0.188 0.778  0.0801
H: 0.088 -2.538 -0.480  -0.2173
H: -3.633 5.619 3.707  0.0024
H: -4.797 4.611 3.976  -0.0501
O: -4.311 5.079 3.432  0.0477
H: -3.962 -1.727 -5.322  0.0304
H: -4.117 -0.333 -4.871  0.0512
O: -4.061 -0.847 -5.714  -0.0816

---

# C3H10O4

3 unconnected molecules or ions with the total composition C3H10O4 (ωB97M-V/def2-TZVPD, the Open Molecules 2025 dataset).

**Electronic energy**: -421.23937 a.u.
**Relative energy (zero: lowest compared OMol25 entry of this formula, charge and spin)**: 119.94 kJ/mol
**Charge**: 0
**Kohn-Sham gap**: 10.449 eV

Last column: Löwdin charge in e.
Positions of all 17 atoms, in Å:
O: 1.158 -0.618 -1.726  0.0700
C: 0.668 0.195 -0.921  -0.4664
O: 0.286 1.456 -1.005  0.0676
C: 0.626 -0.211 0.581  -0.1612
C: -0.783 -0.482 1.200  -0.0895
H: -0.724 1.395 -1.039  0.1060
H: 1.322 -1.091 0.744  0.0963
H: 1.028 0.576 1.240  0.1127
H: -1.159 0.517 1.415  0.0503
H: -1.449 -1.028 0.522  0.0768
H: -0.675 -1.024 2.181  0.0887
H: -2.173 2.627 0.113  0.0303
H: -1.885 3.165 -1.190  0.0478
O: -2.160 2.382 -0.772  0.0246
H: 1.667 -3.283 -0.131  0.0246
H: 1.952 -1.986 -0.957  0.0051
O: 2.299 -2.588 -0.256  -0.0836

---

# C3H10O4S

3 unconnected molecules or ions with the total composition C3H10O4S (ωB97M-V/def2-TZVPD, the Open Molecules 2025 dataset).

**Electronic energy**: -819.41625 a.u.
**Relative energy (zero: lowest compared OMol25 entry of this formula, charge and spin)**: 127.42 kJ/mol
**Charge**: 0
**Kohn-Sham gap**: 9.727 eV

Last column: Löwdin charge in e.
Positions of all 18 atoms, in Å:
O: -0.344 -0.522 1.954  0.0771
C: 0.497 -0.602 1.075  -0.4065
O: 0.885 -1.907 0.795  0.1289
C: 1.060 0.475 0.189  -0.1624
C: 0.795 0.162 -1.264  -0.5156
S: 2.406 0.286 -2.274  0.6702
H: 0.458 -2.478 1.331  0.0548
H: 0.444 1.444 0.116  0.1329
H: 2.083 0.701 0.446  0.1130
H: -0.054 0.734 -1.674  0.0802
H: 0.487 -0.833 -1.527  0.0491
H: 3.036 -0.761 -1.722  -0.1528
H: -1.129 0.873 1.921  -0.0153
H: -1.278 2.039 0.835  -0.0313
O: -1.302 1.819 1.723  -0.0576
H: -2.573 -0.844 0.031  0.0072
H: -3.039 0.069 -1.086  0.0547
O: -2.432 -0.654 -0.869  -0.0266

---

# C3H10OS

2 unconnected molecules or ions with the total composition C3H10OS (ωB97M-V/def2-TZVPD, the Open Molecules 2025 dataset).

**Electronic energy**: -593.68311 a.u.
**Relative energy (zero: lowest compared OMol25 entry of this formula, charge and spin)**: 89.28 kJ/mol
**Charge**: 0
**Kohn-Sham gap**: 9.327 eV

Last column: Löwdin charge in e.
Positions of all 15 atoms, in Å:
C: 2.069 -0.447 -1.442  -0.1788
O: 2.811 -1.225 -0.533  -0.1141
H: 2.220 -0.831 -2.449  0.0777
H: 1.003 -0.443 -1.262  0.0529
H: 2.437 0.588 -1.485  0.0831
H: 3.075 -0.677 0.222  0.0838
C: -1.037 1.471 0.102  -0.4420
S: -1.120 0.779 1.759  0.7233
C: -1.974 -0.784 1.453  -0.4390
H: -1.517 0.778 -0.582  0.0315
H: -0.007 1.477 -0.309  0.0137
H: -1.364 2.502 0.177  0.0225
H: -1.432 -1.500 0.858  0.0298
H: -2.210 -1.121 2.463  0.0234
H: -2.954 -0.567 1.028  0.0323

---

# C3H10OS

2 unconnected molecules or ions with the total composition C3H10OS (ωB97M-V/def2-TZVPD, the Open Molecules 2025 dataset).

**Electronic energy**: -593.69728 a.u.
**Relative energy (zero: lowest compared OMol25 entry of this formula, charge and spin)**: 52.10 kJ/mol
**Charge**: 0
**Kohn-Sham gap**: 9.806 eV

Last column: Löwdin charge in e.
Positions of all 15 atoms, in Å:
C: -1.478 0.853 1.768  -0.4726
S: -2.706 1.386 0.528  0.6058
H: -0.734 0.176 1.358  -0.0054
H: -0.991 1.752 2.132  0.0216
H: -2.050 0.397 2.576  0.0263
H: -3.530 0.338 0.645  -0.1648
C: 0.607 -0.420 -1.058  -0.3265
O: 0.230 -1.508 -0.221  -0.0958
C: 2.107 -0.194 -1.129  -0.0804
H: 0.172 -0.556 -2.059  0.1112
H: 0.088 0.453 -0.674  0.0792
H: 0.791 -2.270 -0.446  0.0865
H: 2.665 -1.124 -0.978  0.0730
H: 2.394 0.215 -2.090  0.0681
H: 2.434 0.503 -0.353  0.0738

---

# C3H10OS

2 unconnected molecules or ions with the total composition C3H10OS (ωB97M-V/def2-TZVPD, the Open Molecules 2025 dataset).

**Electronic energy**: -593.69304 a.u.
**Relative energy (zero: lowest compared OMol25 entry of this formula, charge and spin)**: 63.23 kJ/mol
**Charge**: 0
**Kohn-Sham gap**: 9.824 eV

Last column: Löwdin charge in e.
Positions of all 15 atoms, in Å:
C: -2.617 0.107 0.869  -0.1784
O: -1.975 -0.699 -0.100  -0.1599
H: -2.389 1.166 0.693  0.0735
H: -3.683 0.096 0.630  0.0753
H: -2.438 -0.220 1.888  0.0752
H: -1.017 -0.531 -0.002  -0.0214
C: 1.988 -1.315 -0.585  -0.3969
S: 1.264 -0.252 0.707  0.7496
C: 1.105 1.314 -0.229  -0.4046
H: 3.051 -1.459 -0.397  0.0262
H: 1.871 -0.826 -1.546  0.0333
H: 1.537 -2.301 -0.616  0.0319
H: 1.002 2.163 0.436  0.0308
H: 2.018 1.462 -0.810  0.0325
H: 0.281 1.294 -0.937  0.0330

---

| no. | strongest force on any atom (eV Å⁻¹) |
| --- | --- |
| 1 | 7.0 |
| 2 | 5.1 |
| 3 | 6.9 |
| 4 | 1.5 |
| 5 | 0.7 |
| 6 | 1.4 |